[1]
The molecule C6H9NO, computed with ωB97M-V with the def2-TZVPD basis set.

Summary:
Charge ... 0
Relative energy (zero: lowest compared OMol25 entry of this formula, charge and spin) ... 72.1 kcal/mol
Lowest unoccupied orbital energy (alpha / beta) ... -0.54 / -0.54 eV
Frontier orbital gap (alpha / beta) ... 8.6 / 8.6 eV
M ... 111.14 g/mol
E_tot ... -9902.4761 eV

Atoms and positions in Å:
C (1.190, 1.172, -0.420)
C (1.653, 0.422, 0.894)
C (1.262, -1.018, 0.568)
C (0.067, -0.832, -0.422)
C (-1.133, -0.127, 0.105)
C (-2.497, 0.099, -0.602)
N (0.354, 0.434, -1.139)
O (1.550, 2.288, -0.704)
H (2.706, 0.655, 0.868)
H (1.125, 0.729, 1.838)
H (2.010, -1.573, 0.151)
H (0.950, -1.522, 1.558)
H (-0.118, -1.620, -1.282)
H (-0.794, 0.483, 0.980)
H (-3.217, 0.366, 0.059)
H (-2.701, -0.836, -1.086)
H (-2.408, 0.880, -1.366)

Forces on atoms 1 to 3 (eV/Å):
0.6 1.4 3.0
-0.7 0.2 -0.9
-3.2 0.6 2.9

[2]
A structure of composition C6H9NO, computed with ωB97M-V with the def2-TZVPD basis set.

Summary:
Charge ... 0
Relative energy (zero: lowest compared OMol25 entry of this formula, charge and spin) ... 72.2 kcal/mol
Lowest unoccupied orbital energy ... 0.72 eV
Frontier orbital gap ... 9.2 eV
M ... 111.14 g/mol
E_tot ... -9902.4737 eV

Atoms and positions in Å:
C (-0.454, -0.477, 0.123)
C (-0.065, -1.515, 1.150)
C (-0.772, -0.945, -1.269)
C (0.630, 0.987, 0.136)
C (0.878, 1.681, -0.969)
O (1.474, 0.921, 1.194)
C (-1.242, 0.597, 0.622)
N (-1.688, 1.558, 1.132)
H (1.684, 1.811, 1.506)
H (0.948, -1.866, 0.933)
H (-0.506, -0.252, -2.072)
H (-0.758, -2.354, 1.105)
H (-0.032, -1.126, 2.166)
H (-0.228, -1.853, -1.525)
H (-1.837, -1.138, -1.393)
H (1.791, 2.248, -1.058)
H (0.176, 1.724, -1.780)

Forces on atoms 1 to 3 (eV/Å):
1.6 3.2 0.0
0.6 0.1 0.0
0.1 -0.2 -0.8

[3]
A structure of composition C6H9NO, computed with ωB97M-V with the def2-TZVPD basis set.

Summary:
Charge ... 0
Relative energy (zero: lowest compared OMol25 entry of this formula, charge and spin) ... 133.6 kcal/mol
Lowest unoccupied orbital energy ... 0.82 eV
Frontier orbital gap ... 8.3 eV
M ... 111.14 g/mol
E_tot ... -9899.8123 eV

Atoms and positions in Å:
C (-0.118, 2.473, 0.110)
C (0.133, -1.660, -1.225)
C (-0.101, 1.236, -0.744)
C (0.018, -0.736, -0.102)
C (-0.022, -2.141, 2.106)
C (0.115, -0.411, 1.103)
N (-0.094, 1.224, -2.005)
O (-0.050, -2.010, 3.299)
H (-0.095, 2.154, -2.453)
H (0.094, -3.152, 1.633)
H (-0.009, 0.287, 1.905)
H (-0.173, 3.386, -0.498)
H (0.792, 2.528, 0.713)
H (-0.984, 2.453, 0.777)
H (-0.842, -2.073, -1.495)
H (0.495, -1.091, -2.092)
H (0.842, -2.468, -1.033)

Forces on atoms 1 to 3 (eV/Å):
0.0 -0.4 0.4
-0.1 -0.1 -0.2
0.3 -2.2 -1.8

[4]
The molecule C6H9NO, computed with ωB97M-V with the def2-TZVPD basis set.

Summary:
Charge ... 0
Relative energy (zero: lowest compared OMol25 entry of this formula, charge and spin) ... 70.3 kcal/mol
Lowest unoccupied orbital energy ... -0.01 eV
SMILES ... [H]/N=C(/C)[C@@H](C)C=C=O
Frontier orbital gap ... 8.6 eV
M ... 111.14 g/mol
E_tot ... -9902.5578 eV

Atoms and positions in Å:
C (0.356, 2.074, 0.136)
C (-1.305, -1.497, 0.181)
C (1.720, -0.543, -0.534)
C (-0.167, 0.814, -0.495)
C (1.166, -1.050, 0.566)
C (-0.220, -0.606, 0.738)
N (-0.868, 0.887, -1.534)
O (2.539, -0.097, -1.251)
H (-1.171, -0.008, -1.916)
H (1.700, -1.665, 1.276)
H (-0.452, -0.266, 1.752)
H (1.368, 1.937, 0.515)
H (-0.281, 2.338, 0.983)
H (0.332, 2.891, -0.583)
H (-1.382, -2.381, 0.823)
H (-2.271, -0.994, 0.170)
H (-1.064, -1.833, -0.826)

Forces on atoms 1 to 3 (eV/Å):
0.2 -0.1 -0.1
0.0 -0.3 0.6
3.2 -0.7 1.3

[5]
A cluster of 2 separate species, C6H9NO in total, computed with ωB97M-V with the def2-TZVPD basis set.

Summary:
Charge ... +1
Relative energy (zero: lowest compared OMol25 entry of this formula, charge and spin) ... 21.5 kcal/mol
Lowest unoccupied orbital energy (alpha / beta) ... -4.66 / -7.48 eV
Multiplicity ... 2
Frontier orbital gap (alpha / beta) ... 9.4 / 7.4 eV
M ... 111.14 g/mol
Expectation value of S² ... 0.785
E_tot ... -9896.9717 eV

Atoms and positions in Å:
C (1.741, 1.157, -0.384)
C (1.053, 0.648, -1.495)
N (0.191, -0.308, -1.088)
C (0.400, -0.544, 0.260)
C (1.363, 0.403, 0.701)
C (-1.478, -2.061, 0.577)
C (-0.320, -1.514, 0.997)
H (2.402, 2.014, -0.342)
H (1.111, 0.861, -2.546)
H (-0.138, -1.050, -1.690)
H (1.716, 0.589, 1.709)
H (-1.982, -1.841, -0.353)
H (-1.976, -2.779, 1.217)
H (0.075, -1.783, 1.969)
H (-2.162, 0.860, 0.246)
H (-1.200, 1.996, -0.069)
O (-1.981, 1.783, 0.450)

Forces on atoms 1 to 3 (eV/Å):
0.1 0.3 0.5
-0.4 -0.2 -0.4
0.6 -0.5 0.2

[6]
The molecule C6H9NO2, computed with ωB97M-V with the def2-TZVPD basis set.

Summary:
Charge ... 0
Relative energy (zero: lowest compared OMol25 entry of this formula, charge and spin) ... 168.8 kcal/mol
Lowest unoccupied orbital energy ... 0.49 eV
SMILES ... C=CCC(=C)/C=[N+](/[O-])O
Frontier orbital gap ... 9.6 eV
M ... 127.14 g/mol
E_tot ... -11945.9982 eV

Atoms and positions in Å:
C (1.634, -1.356, -0.259)
C (0.925, -2.226, -0.985)
C (1.091, -0.417, 0.840)
C (-0.990, 0.426, -0.733)
C (0.223, 0.710, 0.120)
C (0.463, 1.999, 0.418)
N (-2.211, 0.619, -0.231)
O (-3.216, 0.257, -0.806)
O (-2.422, 1.329, 1.156)
H (2.702, -1.455, -0.609)
H (1.397, -2.698, -1.914)
H (0.368, -1.159, 1.265)
H (1.810, 0.047, 1.460)
H (-0.985, -0.154, -1.617)
H (-1.710, 1.301, 1.568)
H (-0.135, 2.760, 0.147)
H (-0.150, -2.286, -1.002)
H (1.203, 2.302, 1.183)

Forces on atoms 1 to 3 (eV/Å):
1.6 -0.8 -1.0
0.4 0.4 -1.8
-2.6 -1.5 -3.6

[7]
The molecule C6H9NO2, computed with ωB97M-V with the def2-TZVPD basis set.

Summary:
Charge ... 0
Relative energy (zero: lowest compared OMol25 entry of this formula, charge and spin) ... 42.3 kcal/mol
Lowest unoccupied orbital energy ... 0.72 eV
SMILES ... C#C[C@H](N)CCC(=O)O
Frontier orbital gap ... 10.4 eV
M ... 127.14 g/mol
E_tot ... -11951.4864 eV

Atoms and positions in Å:
O (-2.103, 1.259, -1.548)
C (-0.946, 1.120, -1.224)
C (-0.410, 1.463, 0.151)
C (-0.565, 0.339, 1.182)
C (0.076, -1.005, 0.785)
N (-0.718, -1.615, -0.279)
C (1.471, -0.823, 0.346)
C (2.595, -0.635, -0.063)
H (0.647, 1.754, 0.076)
H (-0.973, 2.338, 0.500)
H (-0.122, 0.685, 2.125)
H (-1.631, 0.153, 1.377)
H (0.106, -1.630, 1.696)
H (-1.606, -1.943, 0.092)
H (3.589, -0.483, -0.445)
H (-0.201, -2.319, -0.833)
O (-0.042, 0.735, -2.165)
H (0.834, 0.608, -1.773)

Forces on atoms 1 to 3 (eV/Å):
0.9 -0.2 0.5
-0.8 0.2 -0.9
0.2 0.0 0.1

[8]
A structure of composition C6H9NO2, computed with ωB97M-V with the def2-TZVPD basis set.

Summary:
Charge ... 0
Relative energy (zero: lowest compared OMol25 entry of this formula, charge and spin) ... 92.9 kcal/mol
Lowest unoccupied orbital energy (alpha / beta) ... -0.71 / -0.70 eV
Frontier orbital gap (alpha / beta) ... 7.8 / 7.8 eV
M ... 127.14 g/mol
E_tot ... -11949.2919 eV

Atoms and positions in Å:
C (0.997, 0.209, -1.400)
C (-0.091, -1.197, 1.414)
C (-1.304, -0.561, -0.729)
C (-0.360, 0.059, 0.582)
C (1.342, 0.603, -0.148)
N (-2.211, 0.379, -1.055)
C (2.230, 1.168, 0.634)
O (-1.276, -1.699, -1.145)
O (-0.861, 1.076, 1.088)
H (-2.972, 0.152, -1.674)
H (-2.205, 1.227, -0.503)
H (0.409, 0.846, -2.046)
H (1.318, -0.743, -1.802)
H (0.600, -0.948, 2.217)
H (0.289, -1.996, 0.784)
H (-1.035, -1.515, 1.854)
H (3.116, 1.649, 0.243)
H (2.014, 1.290, 1.687)

Forces on atoms 1 to 3 (eV/Å):
0.9 0.6 1.1
1.2 0.5 0.0
0.3 0.9 1.6